This record from the OMol25 dataset describes a structure of composition C38H23F12N4O4PPdSb in a non-equilibrium geometry. The level of theory is wB97M-V/def2-TZVPD.

Values from the calculation:
- LUMO energy (alpha / beta) (eV) = 3.606 / 3.608
- energy above the lowest of the compared OMol25 structures with the same formula, charge and spin (kJ/mol) = 95.1
- spin multiplicity = 2
- Kohn-Sham gap (alpha / beta) (eV) = 5.9 / 6.9
- total charge = -2
- E (eV) = -105856.1838
- expectation value of S² = 0.758

Atoms and positions in Å:
Pd (-0.325, -0.411, -0.556)
O (-1.422, -3.210, 1.868)
C (-0.755, -3.506, 0.885)
N (-0.513, -2.763, -0.234)
C (0.155, -3.533, -1.154)
O (0.411, -3.233, -2.301)
C (0.466, -4.875, -0.538)
C (1.158, -5.976, -0.996)
C (1.271, -7.070, -0.141)
C (0.702, -7.048, 1.125)
C (-0.001, -5.933, 1.576)
C (-0.101, -4.855, 0.723)
H (1.609, -5.979, -1.980)
H (1.820, -7.947, -0.466)
H (0.808, -7.907, 1.777)
H (-0.450, -5.907, 2.561)
F (-1.807, 2.219, 0.588)
P (-2.111, 3.257, 1.832)
F (-2.531, 4.388, 0.752)
F (-0.556, 3.726, 1.765)
F (-3.644, 2.742, 1.882)
F (-1.702, 2.122, 2.909)
F (-2.389, 4.305, 3.028)
N (-2.487, -2.525, 9.797)
C (-2.407, -2.242, 8.682)
C (-2.313, -1.889, 7.316)
C (-3.410, -2.048, 6.461)
C (-3.323, -1.679, 5.139)
C (-2.143, -1.134, 4.625)
C (-1.043, -0.984, 5.474)
C (-1.126, -1.360, 6.794)
N (-2.068, -0.764, 3.288)
C (-3.135, -0.538, 2.447)
C (-2.613, -0.305, 1.220)
N (-1.243, -0.373, 1.291)
C (-0.948, -0.653, 2.525)
H (-4.328, -2.467, 6.848)
H (-4.168, -1.828, 4.484)
H (-0.132, -0.549, 5.092)
H (-0.274, -1.241, 7.449)
H (-4.149, -0.486, 2.788)
H (-3.129, -0.074, 0.306)
H (0.047, -0.808, 2.899)
F (1.991, 8.323, -0.548)
C (1.727, 6.984, -0.578)
C (2.781, 6.098, -0.520)
C (2.506, 4.738, -0.592)
C (1.204, 4.269, -0.706)
C (0.168, 5.197, -0.717)
C (0.418, 6.560, -0.669)
Sb (0.779, 2.105, -0.842)
C (2.358, 2.102, -2.356)
C (3.669, 1.868, -1.949)
C (4.726, 1.944, -2.842)
C (4.456, 2.262, -4.157)
F (5.491, 2.364, -5.037)
C (3.172, 2.483, -4.604)
C (2.128, 2.385, -3.695)
C (-0.832, 2.507, -2.255)
C (-0.810, 3.609, -3.105)
C (-1.822, 3.828, -4.030)
C (-2.867, 2.932, -4.082)
F (-3.865, 3.139, -4.986)
C (-2.933, 1.835, -3.250)
C (-1.905, 1.627, -2.342)
H (3.789, 6.479, -0.423)
H (3.331, 4.038, -0.574)
H (-0.855, 4.857, -0.763)
H (-0.386, 7.282, -0.697)
H (3.864, 1.598, -0.918)
H (5.745, 1.751, -2.533)
H (2.990, 2.699, -5.648)
H (1.115, 2.497, -4.053)
H (0.005, 4.319, -3.048)
H (-1.800, 4.674, -4.705)
H (-3.771, 1.155, -3.320)
H (-1.940, 0.746, -1.702)
F (2.204, -0.303, -4.770)
C (2.069, -1.340, -3.905)
F (1.361, -2.261, -4.573)
F (3.307, -1.845, -3.744)
C (1.434, -0.855, -2.557)
O (2.153, -0.892, -1.561)
O (0.278, -0.381, -2.674)



This record from the OMol25 dataset describes a structure of composition C18H41InN4O6P in a non-equilibrium geometry. The level of theory is wB97M-V/def2-TZVPD.

Values from the calculation:
- LUMO energy (alpha / beta) (eV) = -4.351 / -5.192
- energy above the lowest of the compared OMol25 structures with the same formula, charge and spin (kJ/mol) = 134.2
- spin multiplicity = 1
- Kohn-Sham gap (alpha / beta) (eV) = 6.7 / 5.9
- total charge = +1
- E (eV) = -52023.6646

Atoms and positions in Å:
O (-0.499, -1.417, -5.030)
H (-1.437, -1.677, -5.280)
In (-0.913, 0.296, -1.279)
N (0.615, -1.000, -2.081)
N (-1.545, -1.717, -0.805)
N (-0.217, 2.319, -1.362)
N (-2.228, 1.384, -0.021)
O (1.741, -0.561, -2.374)
O (0.869, 2.821, -2.086)
O (-3.327, 0.806, 0.603)
O (-2.554, -1.909, -0.038)
C (-0.907, -2.725, -1.510)
C (0.291, -2.349, -2.154)
C (-0.893, 3.203, -0.629)
C (-2.021, 2.702, 0.100)
C (1.199, -3.194, -2.966)
H (1.291, -2.731, -3.962)
H (0.824, -4.217, -3.088)
H (2.195, -3.244, -2.488)
C (-1.542, -4.063, -1.622)
H (-2.518, -3.964, -2.129)
H (-1.704, -4.517, -0.632)
H (-0.927, -4.752, -2.217)
C (-0.376, 4.586, -0.540)
C (-2.850, 3.559, 0.983)
H (0.299, 4.827, -1.371)
H (0.195, 4.719, 0.397)
H (-1.209, 5.301, -0.539)
H (-3.498, 3.001, 1.675)
H (-3.500, 4.215, 0.382)
H (-2.197, 4.222, 1.574)
H (1.235, 2.079, -2.592)
H (-3.252, -0.171, 0.418)
C (-2.468, 0.461, -2.859)
H (-1.876, 0.043, -3.693)
H (-2.695, 1.519, -3.049)
H (-3.318, -0.180, -2.586)
O (1.117, 1.019, -4.992)
H (0.914, 0.139, -5.386)
H (0.225, 1.350, -4.810)
C (2.750, -1.957, 0.684)
C (1.364, -1.953, 1.334)
C (1.419, -2.739, 2.643)
P (0.495, -0.264, 1.381)
C (-0.621, -0.208, 2.897)
C (-0.154, -0.649, 4.296)
C (-1.300, 1.153, 3.082)
C (1.754, 1.091, 1.579)
C (2.512, 1.047, 2.901)
C (2.730, 1.240, 0.408)
H (3.498, -1.438, 1.299)
H (2.742, -1.548, -0.334)
H (3.094, -2.999, 0.607)
H (0.684, -2.523, 0.673)
H (1.950, -2.191, 3.434)
H (0.405, -3.009, 2.957)
H (1.967, -3.677, 2.469)
H (-1.408, -0.922, 2.591)
H (0.608, 0.014, 4.725)
H (-1.034, -0.563, 4.954)
H (0.196, -1.679, 4.404)
H (-1.998, 1.113, 3.929)
H (-1.899, 1.442, 2.226)
H (-0.583, 1.954, 3.282)
H (1.149, 2.013, 1.588)
H (3.051, 0.099, 3.036)
H (3.266, 1.849, 2.893)
H (1.856, 1.233, 3.758)
H (2.206, 1.373, -0.541)
H (3.352, 2.128, 0.574)
H (3.410, 0.391, 0.312)